C41H44BrCdIN2OS2Se as an isolated structure, computed with ωB97M-V with the def2-TZVPD basis set.

Its HOMO-LUMO gap is 7.70 eV. The LUMO energy comes out at 0.0126 Eh. The HOMO energy is -7.4 eV.

Last column: Mulliken charge in e.
Positions of all 94 atoms, in Å:
1 Cd 0.516 0.897 0.299  1.046
2 C -1.493 -1.649 5.935  -1.672
3 C -1.026 -0.579 4.983  0.766
4 C 0.323 -0.341 4.771  -1.091
5 C 0.770 0.644 3.890  0.863
6 C 2.250 0.808 3.672  -1.517
7 C -0.169 1.429 3.207  -0.247
8 Se 0.404 2.796 1.956  -0.381
9 C -1.541 1.229 3.436  1.305
10 C -2.584 2.091 2.775  -1.669
11 C -1.942 0.220 4.305  -0.824
12 H -0.675 -2.316 6.209  0.363
13 H -2.288 -2.252 5.493  0.345
14 H -1.889 -1.213 6.855  0.366
15 H 1.058 -0.950 5.291  0.269
16 H 2.813 0.167 4.352  0.417
17 H 2.557 1.844 3.813  0.376
18 H 2.523 0.547 2.646  -0.033
19 H -2.459 2.107 1.691  0.275
20 H -2.490 3.130 3.097  0.443
21 H -3.588 1.739 3.021  0.372
22 H -3.006 0.065 4.470  0.342
23 C 5.026 -1.145 -2.158  -1.682
24 C 4.828 -0.443 -0.808  2.487
25 C 4.525 -1.470 0.294  -1.244
26 C 6.050 0.407 -0.446  -1.827
27 C 3.651 0.433 -0.922  -0.967
28 N 2.709 1.078 -1.047  0.061
29 H 5.885 -1.815 -2.085  0.471
30 H 5.218 -0.424 -2.954  0.396
31 H 4.148 -1.736 -2.422  0.283
32 H 5.368 -2.159 0.376  0.481
33 H 3.624 -2.040 0.062  0.118
34 H 4.381 -0.979 1.258  0.266
35 H 6.917 -0.247 -0.337  0.418
36 H 5.895 0.934 0.496  0.399
37 H 6.266 1.140 -1.225  0.394
38 Br -1.949 6.349 -1.082  -0.188
39 C -0.095 5.985 -1.109  0.168
40 C 0.772 7.029 -0.814  -0.444
41 C 2.139 6.816 -0.814  -0.485
42 C 2.645 5.559 -1.111  -0.667
43 C 1.782 4.518 -1.407  -0.003
44 C 0.406 4.724 -1.410  -0.067
45 I -0.815 3.087 -1.800  0.235
46 H 0.364 8.003 -0.580  0.377
47 H 2.807 7.635 -0.578  0.363
48 H 3.713 5.383 -1.105  0.401
49 H 2.169 3.529 -1.623  0.209
50 N 0.619 -6.664 0.257  -0.608
51 C 0.688 -5.515 0.281  -0.291
52 C 0.747 -4.078 0.293  0.407
53 C 0.417 -3.374 1.449  -0.477
54 C 0.411 -1.986 1.429  1.061
55 C 0.738 -1.258 0.275  -0.920
56 C 1.078 -1.999 -0.863  0.789
57 C 1.085 -3.386 -0.868  -0.174
58 H 0.154 -3.916 2.350  0.505
59 H 0.126 -1.468 2.336  -0.316
60 H 1.326 -1.488 -1.790  -0.414
61 H 1.325 -3.938 -1.770  0.436
62 O -1.925 0.537 -0.328  -0.288
63 S -2.500 -0.699 0.315  0.535
64 C -4.269 -0.442 0.325  0.451
65 C -4.832 0.541 -0.472  -0.222
66 C -6.205 0.732 -0.428  -0.731
67 C -6.993 -0.051 0.407  -0.486
68 C -6.413 -1.022 1.212  -0.733
69 C -5.039 -1.215 1.180  -0.297
70 C -2.411 -1.969 -0.944  0.567
71 C -2.517 -3.296 -0.560  -0.596
72 C -2.411 -4.288 -1.525  -0.719
73 C -2.183 -3.940 -2.850  -0.711
74 C -2.060 -2.605 -3.216  -0.521
75 C -2.171 -1.608 -2.260  -0.287
76 H -4.193 1.153 -1.097  0.321
77 H -6.661 1.499 -1.041  0.424
78 H -8.064 0.106 0.440  0.398
79 H -7.027 -1.621 1.874  0.414
80 H -4.569 -1.953 1.821  0.416
81 H -2.659 -3.556 0.484  0.348
82 H -2.478 -5.330 -1.239  0.444
83 H -2.085 -4.717 -3.599  0.420
84 H -1.857 -2.341 -4.247  0.275
85 H -2.042 -0.561 -2.510  0.460
86 C 2.162 0.812 -4.567  -0.837
87 S 0.609 0.045 -4.085  0.414
88 C -0.312 0.307 -5.608  -1.148
89 H 2.006 1.852 -4.855  0.338
90 H 2.637 0.270 -5.386  0.381
91 H 2.816 0.790 -3.695  -0.072
92 H 0.123 -0.248 -6.440  0.331
93 H -0.353 1.369 -5.855  0.354
94 H -1.330 -0.047 -5.444  0.296

---

An isolated molecule of C22H23N5O7S2 at a distorted geometry, computed with ωB97M-V with the def2-TZVPD basis set.

The SMILES is COc1cc(NS(=O)(=O)c2ccc(NC(=S)NC(=O)COc3ccccc3OC)cc2)nc(OC)n1. Its HOMO-LUMO gap is 8.63 eV. The LUMO energy comes out at -0.0058 Eh. The HOMO energy is -8.8 eV.

Last column: Mulliken charge in e.
Positions of all 59 atoms, in Å:
1 C -0.060 5.525 -4.084  -0.713
2 O -0.882 5.359 -2.942  -0.407
3 C -1.892 4.493 -3.055  0.036
4 C -2.741 4.310 -1.967  0.164
5 C -3.762 3.386 -2.151  0.178
6 N -4.673 3.114 -1.163  -0.218
7 S -4.320 3.203 0.485  1.232
8 O -5.456 2.623 1.130  -0.705
9 O -3.937 4.540 0.815  -0.646
10 C -2.910 2.120 0.624  0.191
11 C -1.639 2.645 0.764  -0.269
12 C -0.559 1.789 0.832  -0.845
13 C -0.746 0.403 0.764  1.313
14 N 0.402 -0.369 0.852  -0.069
15 C 0.597 -1.700 0.878  0.463
16 S -0.528 -2.895 0.785  -0.517
17 N 1.924 -2.101 1.000  -0.092
18 C 3.029 -1.324 1.106  0.671
19 O 3.025 -0.104 1.106  -0.770
20 C 4.339 -2.102 1.210  -0.531
21 O 4.158 -3.484 1.361  -0.486
22 C 4.016 -3.976 2.649  0.550
23 C 4.940 -3.747 3.651  -0.432
24 C 4.772 -4.327 4.899  -0.728
25 C 3.684 -5.143 5.136  -0.658
26 C 2.753 -5.386 4.139  -0.481
27 C 2.903 -4.802 2.890  0.760
28 O 2.045 -4.944 1.841  -0.393
29 C 0.930 -5.794 1.991  -1.147
30 C -2.037 -0.109 0.622  -0.686
31 C -3.113 0.756 0.551  -1.106
32 N -3.924 2.717 -3.293  -0.644
33 C -3.068 2.986 -4.265  0.331
34 O -3.269 2.316 -5.394  -0.409
35 C -2.374 2.587 -6.457  -0.689
36 N -2.050 3.835 -4.200  -0.397
37 H 0.688 6.265 -3.806  0.261
38 H 0.419 4.583 -4.356  0.302
39 H -0.648 5.879 -4.933  0.313
40 H -2.635 4.874 -1.061  0.790
41 H -5.363 2.423 -1.415  0.307
42 H -1.514 3.713 0.834  0.448
43 H 0.440 2.184 0.944  0.402
44 H 1.275 0.168 0.936  0.270
45 H 2.061 -3.118 1.026  0.199
46 H 4.883 -1.953 0.270  0.307
47 H 4.930 -1.655 2.017  0.321
48 H 5.802 -3.127 3.455  0.453
49 H 5.498 -4.144 5.675  0.378
50 H 3.551 -5.601 6.105  0.383
51 H 1.908 -6.023 4.346  0.428
52 H 1.240 -6.821 2.203  0.435
53 H 0.405 -5.757 1.038  0.286
54 H 0.261 -5.437 2.779  0.415
55 H -2.198 -1.173 0.571  0.203
56 H -4.119 0.379 0.457  0.405
57 H -2.698 1.958 -7.283  0.242
58 H -1.348 2.342 -6.172  0.298
59 H -2.417 3.640 -6.741  0.303

---

C8H15ClLi3NO8 as an isolated structure at a distorted geometry, computed with ωB97M-V with the def2-TZVPD basis set.

Its HOMO-LUMO gap is 4.06 eV. The LUMO energy comes out at 0.1679 Eh. The HOMO energy is 0.5 eV. Its charge is -2.

Last column: Mulliken charge in e.
Positions of all 36 atoms, in Å:
1 Li -0.801 -1.375 -3.212  0.903
2 Li -1.298 -0.002 -0.277  0.606
3 Li 0.181 -0.860 -1.365  1.103
4 Cl 0.907 -0.788 -3.082  -0.865
5 C -0.738 1.187 -1.574  0.946
6 O 0.098 0.393 -1.039  -1.450
7 O -1.960 1.046 -1.303  -0.894
8 O -0.459 1.834 -2.526  -0.818
9 C -1.472 -1.738 -0.902  0.660
10 O -0.566 -1.446 -0.133  -0.570
11 O -2.476 -1.065 -0.712  -0.640
12 O -1.255 -1.582 -2.092  -0.978
13 C -3.461 1.256 1.304  -0.929
14 O -2.055 1.061 1.133  0.093
15 C -1.156 1.729 1.908  -0.867
16 C 0.187 0.905 1.721  -0.777
17 N 1.016 1.333 0.637  -0.553
18 C 2.433 0.894 0.454  -1.046
19 C 2.498 -0.665 0.392  -0.731
20 O 1.849 -1.338 -0.742  0.120
21 C 2.333 -2.638 -0.871  -0.900
22 H -3.641 0.880 2.311  0.328
23 H -4.098 0.844 0.521  0.138
24 H -3.666 2.324 1.381  0.317
25 H -1.475 1.561 2.936  0.417
26 H -1.081 2.810 1.787  0.350
27 H 0.093 -0.165 1.536  0.362
28 H 0.901 1.015 2.537  0.409
29 H 0.425 1.247 -0.177  0.712
30 H 3.142 1.260 1.197  0.404
31 H 2.746 1.167 -0.553  0.396
32 H 1.985 -1.080 1.260  0.391
33 H 3.569 -0.851 0.472  0.474
34 H 3.401 -2.678 -1.082  0.315
35 H 1.836 -3.097 -1.726  0.239
36 H 2.059 -3.376 -0.117  0.337

---

An isolated molecule of C4H5Cl2F at a distorted geometry, computed with ωB97M-V with the def2-TZVPD basis set.

Its HOMO-LUMO gap (alpha / beta) is 8.10 / 8.09 eV. The LUMO energy (alpha / beta) comes out at 0.0142 / 0.0206 Eh. The HOMO energy (alpha / beta) is -7.7 / -7.5 eV.

Last column: Mulliken charge in e.
Positions of all 12 atoms, in Å:
1 C 0.275 0.248 -1.099  -0.322
2 C -0.191 -0.711 -0.093  0.281
3 C 1.366 0.840 -0.178  0.180
4 C -1.306 -0.321 0.770  -1.034
5 F 0.876 1.703 0.709  -0.209
6 Cl 0.541 -2.237 -0.156  -0.168
7 Cl 2.888 0.053 0.182  -0.128
8 H 0.764 -0.136 -2.136  0.296
9 H -0.413 1.105 -1.168  0.223
10 H -1.376 -1.033 1.613  0.346
11 H -2.294 -0.174 0.254  0.278
12 H -1.129 0.662 1.301  0.258

---

Calculated total energy list, top to bottom, in eV: -217983.23223 -66641.02619 -39535.60517 -31988.08766